1.
{"formula": "C5H9NS", "method": "the ωB97M-V functional and the def2-TZVPD basis", "total_energy_ev": -17653.4020, "e_homo_ev": -8.68, "smiles": "N[C@@H]1[C@@H]2CS[C@H]1C2", "de_lowest_kcal_mol": 64.4, "gap_ev": 9.561, "elements": ["S", "N", "C", "C", "C", "C", "C", "H", "H", "H", "H", "H", "H", "H", "H", "H"], "coordinates": [[0.80, -1.34, 0.26], [0.88, 1.37, -1.24], [-1.65, -0.09, 0.61], [0.77, 0.29, 1.07], [-0.46, 0.82, -0.92], [-0.73, -0.74, -0.60], [-0.61, 0.94, 0.66], [-2.52, 0.35, 0.16], [-0.95, -1.61, -1.34], [-1.42, 1.25, -1.44], [-1.72, -0.89, 1.38], [1.59, 1.01, 0.78], [-0.92, 1.83, 1.39], [1.38, 0.46, -1.17], [0.77, 0.26, 2.14], [0.87, 1.88, -2.29]]}

2.
{"formula": "C5H9NS2", "method": "the ωB97M-V functional and the def2-TZVPD basis", "total_energy_ev": -28489.3326, "e_homo_ev": -8.68, "smiles": "C=C(C#N)SC.CS", "de_lowest_kcal_mol": 53.1, "gap_ev": 8.925, "elements": ["S", "S", "N", "C", "C", "C", "C", "C", "H", "H", "H", "H", "H", "H", "H", "H", "H"], "coordinates": [[1.40, -0.08, 0.77], [-1.26, -0.59, -1.67], [-1.93, -0.12, 2.38], [0.23, -0.25, -2.74], [1.01, -1.66, 1.61], [-0.97, 0.43, 2.02], [-0.19, 2.18, 0.73], [0.06, 0.95, 1.29], [-0.08, -1.76, 1.54], [-0.15, -0.15, -3.78], [1.35, -1.59, 2.64], [0.94, 0.62, -2.49], [-1.02, 2.81, 1.04], [1.67, -2.41, 1.17], [0.77, -1.22, -2.67], [0.37, 2.56, -0.03], [-2.19, 0.31, -1.79]]}

3.
{"formula": "C5H9NSi", "method": "the ωB97M-V functional and the def2-TZVPD basis", "total_energy_ev": -14696.4856, "e_homo_ev": -7.53, "smiles": "Cc1[nH]ccc1[SiH3]", "de_lowest_kcal_mol": 32.9, "gap_ev": 8.396, "elements": ["Si", "N", "C", "C", "C", "C", "C", "H", "H", "H", "H", "H", "H", "H", "H", "H"], "coordinates": [[-2.31, -0.03, -0.05], [1.74, -0.35, 0.00], [0.72, 0.48, 0.13], [-0.50, -0.50, 0.07], [0.71, 1.96, 0.03], [0.06, -1.74, 0.00], [1.44, -1.64, -0.09], [-0.35, 2.07, -0.28], [-2.74, -0.89, -1.16], [0.91, 2.26, 1.06], [2.79, -0.08, -0.06], [-2.88, 0.07, 1.33], [1.52, 2.17, -0.71], [-2.62, 1.31, -0.32], [2.05, -2.50, -0.03], [-0.57, -2.59, 0.07]]}

4.
{"formula": "C5H9NaO4Sr", "method": "the ωB97M-V functional and the def2-TZVPD basis", "total_energy_ev": -18769.2012, "e_homo_ev": -5.12, "de_lowest_kcal_mol": 0.0, "gap_ev": 4.152, "elements": ["Sr", "Na", "O", "O", "O", "O", "C", "C", "C", "C", "C", "H", "H", "H", "H", "H", "H", "H", "H", "H"], "coordinates": [[2.67, -0.47, -0.41], [-2.12, 1.49, -0.34], [-0.15, 2.60, -0.12], [-0.73, 0.13, 0.92], [4.25, -1.78, -0.43], [-3.05, -0.63, -0.32], [-4.44, -0.86, -0.46], [-2.42, -1.49, 0.62], [0.71, 1.96, 0.50], [0.60, 0.61, 0.94], [-0.94, -1.23, 0.61], [-2.61, -2.54, 0.36], [-2.84, -1.30, 1.63], [-4.63, -1.88, -0.84], [-0.53, -1.46, -0.39], [1.69, 2.44, 0.74], [-4.82, -0.13, -1.19], [1.12, 0.41, 1.91], [-4.96, -0.72, 0.50], [-0.45, -1.89, 1.35]]}

5.
{"formula": "C5H9O2P", "method": "the ωB97M-V functional and the def2-TZVPD basis", "total_energy_ev": -18712.7122, "e_homo_ev": -10.11, "smiles": "C#CCC[P@H](=O)OC", "de_lowest_kcal_mol": 50.2, "gap_ev": 10.949, "elements": ["P", "O", "O", "C", "C", "C", "C", "C", "H", "H", "H", "H", "H", "H", "H", "H", "H"], "coordinates": [[0.87, -0.70, -0.36], [0.96, 0.69, 0.42], [2.18, -1.38, -0.35], [-2.05, 1.34, -0.49], [-1.91, -1.22, -0.04], [1.91, 1.59, 0.03], [-1.93, 0.17, -0.31], [-0.53, -1.46, 0.54], [-2.71, -1.41, 0.64], [2.23, 2.07, 1.00], [-0.48, -0.94, 1.48], [0.40, -0.30, -1.63], [-2.01, 2.32, -0.55], [-1.96, -1.87, -0.96], [2.60, 1.04, -0.63], [-0.34, -2.46, 0.57], [1.38, 2.40, -0.71]]}

6.
{"formula": "C5H9O2Si", "method": "the ωB97M-V functional and the def2-TZVPD basis", "total_energy_ev": -17302.3659, "charge": -1, "e_homo_ev": -3.90, "de_lowest_kcal_mol": 55.3, "gap_ev": 7.675, "elements": ["Si", "O", "O", "C", "C", "C", "C", "C", "H", "H", "H", "H", "H", "H", "H", "H", "H"], "coordinates": [[1.17, 1.31, 0.01], [2.19, -1.05, 0.69], [0.92, -1.30, -1.11], [-1.65, -3.07, 0.43], [1.07, 2.27, 1.49], [1.08, 2.42, -1.58], [1.44, -0.62, -0.18], [-2.72, -2.28, 0.27], [0.39, 1.85, -2.27], [-1.75, -3.75, 1.26], [-3.67, -2.52, 0.65], [-0.72, -2.96, -0.06], [-2.61, -1.34, -0.30], [1.45, 1.86, 2.38], [0.78, 3.35, -1.18], [1.99, 2.61, -2.12], [0.63, 3.22, 1.63]]}

7.
{"formula": "C5H9O3Zn", "method": "the ωB97M-V functional and the def2-TZVPD basis", "total_energy_ev": -59889.0066, "charge": -1, "e_homo_ev": -2.16, "de_lowest_kcal_mol": 0.0, "gap_ev": 5.281, "elements": ["Zn", "O", "O", "O", "C", "C", "C", "C", "C", "H", "H", "H", "H", "H", "H", "H", "H", "H"], "coordinates": [[1.62, -0.15, -3.66], [1.42, 0.30, -1.82], [0.72, 0.45, 0.31], [-0.38, -0.78, -1.14], [1.81, 1.57, 2.07], [1.47, 1.66, 0.66], [-1.48, -0.83, -0.21], [0.64, 0.02, -0.90], [-2.58, -1.68, -0.81], [-1.83, 0.20, -0.02], [-3.37, -1.81, -0.05], [-3.02, -1.19, -1.68], [-2.20, -2.66, -1.10], [-1.12, -1.25, 0.74], [2.35, 1.71, 0.00], [0.96, 1.42, 2.75], [2.38, 2.45, 2.40], [2.61, 0.58, 2.48]]}

8.
{"formula": "C5H9O6", "method": "the ωB97M-V functional and the def2-TZVPD basis", "total_energy_ev": -17617.6353, "charge": -1, "e_homo_ev": -5.10, "smiles": "C[C@@H](O)[C@H](O)C(O)(O)C(=O)[O-]", "de_lowest_kcal_mol": 10.7, "gap_ev": 8.824, "elements": ["O", "O", "O", "O", "O", "O", "C", "C", "C", "C", "C", "H", "H", "H", "H", "H", "H", "H", "H", "H"], "coordinates": [[1.07, 0.96, 1.60], [1.83, 1.76, -0.36], [3.22, -0.40, -0.51], [1.77, -1.74, 0.53], [-0.81, -1.60, -0.23], [-0.19, 0.48, -1.78], [-1.15, -0.33, 0.33], [1.21, 0.68, 0.20], [2.20, -0.64, 0.06], [-2.58, -0.23, 0.06], [-0.26, 0.72, -0.39], [1.82, 0.69, 2.11], [-3.06, 0.56, 0.56], [-0.78, -0.26, 1.33], [-3.03, -1.12, 0.47], [2.50, 1.33, -1.00], [0.18, -1.74, 0.06], [-0.67, 1.74, -0.23], [-0.43, -0.49, -1.87], [-2.85, -0.37, -0.94]]}